DFT (the ωB97M-V functional and the def2-TZVPD basis) results for a structure of composition C27H25AuClN3O4.

XYZ file:
```
61
Properties=species:S:1:pos:R:3:mulliken_charge:R:1
Au 2.428 0.303 -2.905 0.624
C -3.035 -1.101 3.298 -0.937
O -2.679 0.168 2.780 -0.404
C -1.509 0.711 3.204 0.624
C -1.068 1.837 2.502 -0.249
C 0.148 2.407 2.797 -0.096
C 0.935 1.886 3.829 -0.564
C 0.436 0.850 4.600 -0.385
C -0.768 0.237 4.280 -0.412
N 2.192 2.453 4.213 -0.476
N 2.990 2.938 3.390 -0.496
C 2.943 2.642 1.996 -0.251
C 3.241 3.671 1.135 -0.276
C 3.229 3.526 -0.255 -0.871
C 3.006 2.292 -0.843 1.049
O 3.037 2.163 -2.144 -0.865
C 2.827 1.169 0.061 0.394
N 2.769 -0.047 -0.513 -0.261
C 2.659 -1.134 0.206 -0.603
C 2.649 -1.076 1.609 -0.956
C 2.719 0.143 2.224 -0.626
C 2.782 1.333 1.462 0.834
H -3.908 -1.424 2.736 0.224
H -3.291 -1.044 4.358 0.363
H -2.225 -1.821 3.156 0.393
H -1.699 2.246 1.725 0.518
H 0.474 3.284 2.257 0.451
H 1.018 0.501 5.443 0.478
H -1.123 -0.586 4.883 0.408
H 3.440 4.644 1.568 0.419
H 3.427 4.372 -0.898 0.479
H 2.591 -2.073 -0.329 0.527
H 2.603 -1.988 2.188 0.450
H 2.753 0.194 3.302 0.641
C -5.468 -2.282 -2.072 -1.474
C -4.011 -1.928 -2.181 0.464
C -3.168 -2.621 -3.036 -0.874
C -1.825 -2.284 -3.175 0.940
C -0.957 -3.091 -4.101 -1.523
C -1.336 -1.198 -2.445 0.521
C -2.159 -0.490 -1.562 0.867
C -1.637 0.659 -0.742 -1.442
C -3.484 -0.878 -1.436 -0.830
C 0.071 -0.758 -2.641 1.035
O 1.024 -1.576 -2.560 -0.721
O 0.312 0.463 -2.912 -0.790
H -5.681 -3.237 -2.551 0.358
H -6.084 -1.521 -2.555 0.303
H -5.784 -2.342 -1.030 0.342
H -3.562 -3.446 -3.619 0.306
H -1.574 -3.721 -4.740 0.407
H -0.278 -3.728 -3.534 0.268
H -0.337 -2.457 -4.734 0.312
H -0.741 0.378 -0.183 0.280
H -2.393 0.976 -0.027 0.258
H -1.366 1.502 -1.377 0.385
H -4.125 -0.336 -0.749 0.424
Cl 4.627 0.606 -4.762 -0.140
C 4.388 0.023 -3.122 -0.526
H 4.929 0.648 -2.424 0.274
H 4.630 -1.034 -3.048 0.424
```

Values from the calculation:
LUMO = -1.7 eV
orbital gap = 5.73 eV
relative energy (zero: lowest compared OMol25 entry of this formula, charge and spin) = 12.7 kcal/mol
HOMO level = -7.431 eV
max |F| = 0.77 eV/A

DFT (the ωB97M-V functional and the def2-TZVPD basis) results for a cluster of 5 separate species, C27H25B2O20 in total at a distorted geometry.

XYZ file:
```
74
Properties=species:S:1:pos:R:3:mulliken_charge:R:1
C 1.643 0.538 2.310 -0.444
O 2.093 1.637 1.421 -0.561
B 2.147 1.119 0.014 0.752
O 1.267 1.676 -1.046 -0.532
C 3.176 -0.112 -0.346 -0.126
C 4.771 0.225 -0.623 -0.121
O 5.211 -1.186 -0.877 -0.517
B 4.036 -1.963 -1.410 1.017
O 2.943 -0.937 -1.552 -0.855
H 0.831 -0.133 1.786 0.193
H 1.283 0.960 3.362 0.170
H 2.573 -0.175 2.526 0.227
H 0.727 2.437 -0.674 0.277
H 3.246 -0.924 0.494 -0.051
H 5.097 0.729 0.381 0.100
H 5.020 0.879 -1.568 0.108
H 4.271 -2.640 -2.361 -0.272
H 3.550 -2.768 -0.671 -0.361
C -1.450 -2.858 3.690 -0.859
C -2.628 -3.379 3.340 0.394
C -3.895 -2.619 3.521 0.966
O -4.960 -3.116 3.173 -0.640
C -3.814 -1.280 4.126 -0.857
C -2.637 -0.760 4.479 0.354
C -1.368 -1.510 4.272 0.868
O -0.299 -0.999 4.590 -0.603
O -2.554 0.496 5.051 -0.582
O -2.713 -4.647 2.794 -0.572
H -0.521 -3.399 3.561 0.451
H -4.744 -0.745 4.269 0.434
H -1.597 0.646 5.214 0.345
H -3.669 -4.794 2.625 0.335
C -8.009 -0.620 -0.338 -0.899
C -7.488 -0.941 0.848 0.382
C -6.446 -0.093 1.491 0.825
O -6.000 -0.404 2.590 -0.534
C -5.985 1.100 0.765 -0.869
C -6.503 1.419 -0.423 0.418
C -7.564 0.586 -1.053 0.938
O -8.034 0.915 -2.136 -0.641
O -6.072 2.538 -1.112 -0.572
O -7.899 -2.075 1.524 -0.595
H -8.768 -1.226 -0.816 0.422
H -5.214 1.698 1.235 0.481
H -6.598 2.553 -1.941 0.301
H -7.377 -2.087 2.356 0.326
C -3.849 3.095 -4.557 -0.856
C -4.773 2.136 -4.639 0.290
C -4.542 0.907 -5.448 1.021
O -5.402 0.034 -5.489 -0.624
C -3.271 0.792 -6.180 -0.921
C -2.348 1.753 -6.100 0.378
C -2.568 2.969 -5.270 0.902
O -1.694 3.826 -5.202 -0.617
O -1.153 1.653 -6.787 -0.557
O -5.980 2.249 -3.975 -0.528
H -4.003 3.993 -3.971 0.426
H -3.123 -0.098 -6.778 0.405
H -0.656 2.470 -6.567 0.350
H -6.474 1.428 -4.190 0.314
C 10.645 0.523 1.042 -0.880
C 9.580 1.323 0.950 0.389
C 8.197 0.787 1.079 0.987
O 7.239 1.549 1.009 -0.609
C 8.035 -0.661 1.285 -0.742
C 9.100 -1.461 1.373 0.378
C 10.483 -0.921 1.271 0.825
O 11.442 -1.678 1.375 -0.640
O 8.955 -2.823 1.564 -0.564
O 9.724 2.681 0.731 -0.585
H 11.656 0.900 0.952 0.394
H 7.024 -1.040 1.360 0.352
H 9.869 -3.180 1.596 0.338
H 8.810 3.039 0.705 0.348
```

Values from the calculation:
LUMO = -0.5 eV
orbital gap = 3.00 eV
charge = -1
HOMO level = -3.487 eV
max |F| = 3.61 eV/A

DFT (the ωB97M-V functional and the def2-TZVPD basis) results for a structure of composition C27H25BrF10N2OPSSc.

XYZ file:
```
69
Properties=species:S:1:pos:R:3:mulliken_charge:R:1
Sc -0.845 -0.458 -0.634 0.596
F -5.161 3.813 3.466 -0.242
C -4.095 3.403 2.819 0.638
C -2.886 4.059 2.978 0.269
F -2.799 5.100 3.777 -0.251
C -1.769 3.612 2.285 0.695
F -0.632 4.276 2.450 -0.324
C -1.813 2.514 1.436 -0.592
P -0.291 1.910 0.643 1.163
C 0.249 3.211 -0.484 0.828
C 1.517 3.096 -1.061 -0.351
C 1.947 4.034 -1.983 -0.845
C 1.108 5.081 -2.349 -0.672
C -0.156 5.189 -1.792 -0.726
C -0.590 4.255 -0.860 -0.778
C 0.905 1.773 1.999 0.755
C 1.958 2.670 2.165 -0.105
C 2.817 2.526 3.244 -0.687
C 2.620 1.506 4.164 -0.668
C 1.561 0.620 4.009 -0.702
C 0.710 0.747 2.924 -0.925
C -3.050 1.882 1.293 -0.378
Br -3.334 0.402 0.124 0.051
C -4.177 2.308 1.964 0.244
F -5.339 1.695 1.807 -0.291
H 2.180 2.285 -0.778 0.575
H 2.935 3.952 -2.414 0.473
H 1.445 5.815 -3.069 0.440
H -0.808 6.004 -2.074 0.465
H -1.578 4.356 -0.428 0.431
H 2.099 3.489 1.473 0.483
H 3.632 3.224 3.375 0.466
H 3.286 1.407 5.011 0.430
H 1.395 -0.164 4.737 0.497
H -0.119 0.055 2.812 0.496
C 2.155 -2.290 1.344 -1.264
N 1.520 -3.378 0.607 0.178
C 2.418 -4.107 -0.295 -1.315
C 0.195 -3.533 0.568 0.459
S -0.868 -2.234 1.082 -0.240
N -0.346 -4.691 0.212 0.200
C 0.324 -5.978 0.444 -1.236
C -1.757 -4.815 -0.167 -1.105
H 3.141 -2.627 1.660 0.397
H 1.576 -2.022 2.221 0.484
H 2.285 -1.403 0.714 0.371
H 3.094 -3.381 -0.747 0.441
H 1.850 -4.588 -1.084 0.429
H 3.013 -4.851 0.233 0.383
H 1.166 -5.850 1.117 0.411
H 0.656 -6.433 -0.489 0.391
H -0.398 -6.640 0.919 0.423
H -2.096 -3.922 -0.682 0.354
H -2.377 -4.985 0.714 0.368
H -1.845 -5.668 -0.836 0.412
C -1.453 -1.724 -4.631 -1.739
C -0.779 -1.182 -3.383 0.885
O -1.609 -1.121 -2.270 -0.783
C -0.275 0.259 -3.617 0.738
F -1.235 1.059 -4.015 -0.245
F 0.771 0.387 -4.398 -0.217
F 0.121 0.752 -2.339 0.062
C 0.399 -2.086 -2.962 0.757
F 0.005 -3.325 -2.727 -0.256
F 0.859 -1.611 -1.695 -0.257
F 1.447 -2.097 -3.746 -0.225
H -2.293 -1.081 -4.887 0.439
H -1.829 -2.723 -4.426 0.404
H -0.758 -1.760 -5.470 0.437
```

Values from the calculation:
LUMO = -6.4 eV
orbital gap = 7.84 eV
relative energy (zero: lowest compared OMol25 entry of this formula, charge and spin) = 0.3 kcal/mol
charge = +2
HOMO level = -14.285 eV
max |F| = 0.22 eV/A

DFT (the ωB97M-V functional and the def2-TZVPD basis) results for a structure of composition C27H25BrIrN7O2P.

XYZ file:
```
64
Properties=species:S:1:pos:R:3:mulliken_charge:R:1
Ir -0.215 -1.155 0.395 1.468
C -2.151 4.061 0.830 -0.795
N -1.230 2.980 0.474 0.163
C -0.070 3.133 -0.233 -0.556
C 0.489 1.894 -0.351 -0.514
N -0.327 0.996 0.274 -0.061
C -1.363 1.672 0.771 0.243
P -2.717 0.931 1.748 -0.413
C -1.621 -0.034 2.832 0.331
N -0.646 -0.830 2.396 0.160
C 0.068 -1.237 3.490 -0.395
C -0.502 -0.696 4.601 -0.692
N -1.560 0.056 4.176 0.067
C -2.442 0.815 5.064 -0.897
C -3.120 -0.439 0.616 0.305
N -2.227 -1.286 0.102 0.310
C -2.892 -2.133 -0.744 -0.474
C -4.212 -1.803 -0.719 -0.592
N -4.341 -0.739 0.132 0.053
C -5.614 -0.083 0.437 -0.900
H -1.741 4.993 0.455 0.320
H -2.252 4.129 1.911 0.332
H -3.123 3.893 0.373 0.330
H 0.258 4.095 -0.585 0.441
H 1.404 1.606 -0.837 0.525
H 0.937 -1.866 3.416 0.431
H -0.243 -0.781 5.642 0.505
H -1.857 1.547 5.616 0.366
H -2.929 0.134 5.757 0.361
H -3.197 1.327 4.474 0.333
H -2.389 -2.904 -1.302 0.448
H -5.057 -2.229 -1.232 0.507
H -6.075 0.252 -0.488 0.372
H -5.436 0.772 1.082 0.333
H -6.271 -0.787 0.943 0.356
Br 3.698 -2.914 -5.617 -0.095
C 3.896 -2.206 -3.886 -0.277
C 5.165 -2.051 -3.339 -0.388
C 5.315 -1.552 -2.051 -0.798
C 4.202 -1.232 -1.294 -0.444
C 2.934 -1.396 -1.853 0.287
C 2.772 -1.874 -3.154 -0.348
C 1.756 -1.198 -1.034 0.964
O 1.801 -0.918 0.224 -0.852
O 0.544 -1.343 -1.468 -0.812
H 6.034 -2.336 -3.917 0.471
H 6.307 -1.436 -1.637 0.444
H 4.303 -0.874 -0.279 0.478
H 1.783 -2.011 -3.569 0.655
C 0.179 -3.127 0.928 -1.342
C 1.317 -3.781 0.241 0.457
C 2.589 -3.814 0.838 -0.263
C 3.670 -4.342 0.164 -0.998
C 3.493 -4.858 -1.123 0.767
C 2.225 -4.885 -1.713 -0.997
C 1.153 -4.345 -1.036 -0.291
C 4.630 -5.320 -1.868 -0.099
N 5.534 -5.650 -2.497 -0.466
H 0.239 -3.260 2.006 0.799
H -0.777 -3.592 0.635 0.636
H 2.735 -3.406 1.831 0.364
H 4.650 -4.353 0.619 0.507
H 2.098 -5.311 -2.698 0.506
H 0.177 -4.352 -1.507 0.359
```

Values from the calculation:
LUMO (alpha / beta) = -5.7 / -8.6 eV
expectation value of S² = 0.7616
2S+1 = 2
orbital gap (alpha / beta) = 7.78 / 4.89 eV
relative energy (zero: lowest compared OMol25 entry of this formula, charge and spin) = 6.0 kcal/mol
charge = +2
HOMO level (alpha / beta) = -13.467 / -13.463 eV
max |F| = 0.93 eV/A